{"formula": "C25H28BrClF7NO23", "method": "the ωB97M-V functional and the def2-TZVPD basis", "smiles": "O=C1OC[C@@H](F)O1.O=C1OC[C@@H](F)O1.O=C1OC[C@@H](F)O1.O=C1OC[C@@H](F)O1.O=C1OC[C@@H](F)O1.O=C1OC[C@@H](F)O1.O=C1OC[C@@H](F)O1.O=C(O)N(Br)CCCCl", "largest_force_ha_per_bohr": 0.01682, "orbital_gap_ev": 9.63, "species": ["O", "C", "O", "N", "Br", "C", "C", "C", "Cl", "H", "H", "H", "H", "H", "H", "H", "C", "C", "O", "C", "O", "O", "F", "H", "H", "H", "C", "C", "O", "C", "O", "O", "F", "H", "H", "H", "C", "C", "O", "C", "O", "O", "F", "H", "H", "H", "C", "C", "O", "C", "O", "O", "F", "H", "H", "H", "C", "C", "O", "C", "O", "O", "F", "H", "H", "H", "C", "C", "O", "C", "O", "O", "F", "H", "H", "H", "C", "C", "O", "C", "O", "O", "F", "H", "H", "H"], "positions_angstrom": [[3.5735, 0.0703, -0.4873], [2.8188, 0.5363, -1.2831], [2.9257, 1.7585, -1.8204], [1.6237, -0.0708, -1.8063], [2.1889, -1.3382, -3.0880], [0.8599, -0.7156, -0.7211], [-0.4852, -1.2178, -1.2018], [-1.4331, -0.0599, -1.4963], [-2.5412, -0.4650, -2.8350], [3.7330, 2.1456, -1.4559], [0.7044, 0.0762, 0.0097], [1.4340, -1.5081, -0.2395], [-0.3942, -1.8543, -2.0791], [-0.9055, -1.8461, -0.4191], [-0.8948, 0.8367, -1.7814], [-2.0877, 0.1385, -0.6571], [-4.7105, -4.2979, -0.8281], [-6.1633, -3.8832, -0.6807], [-6.0574, -2.5732, -0.1499], [-4.8466, -2.0646, -0.5171], [-4.5360, -0.9253, -0.4064], [-4.0702, -3.0311, -1.0310], [-6.8557, -4.6589, 0.1844], [-4.3455, -4.7213, 0.1042], [-4.5228, -4.9523, -1.6731], [-6.7230, -3.8373, -1.6173], [-0.7552, -1.8967, -6.6390], [-1.9494, -2.5834, -7.2676], [-2.1251, -3.7150, -6.4235], [-1.6470, -3.3865, -5.1914], [-1.8594, -3.9963, -4.1975], [-0.9179, -2.2528, -5.2676], [-1.7142, -2.9937, -8.5361], [0.1828, -2.2957, -7.0296], [-0.7819, -0.8161, -6.7396], [-2.8467, -1.9772, -7.2250], [0.3154, 3.1349, 2.5096], [-0.8168, 2.5461, 1.6914], [-1.2756, 1.4945, 2.5112], [-0.9747, 1.8023, 3.8095], [-1.4203, 1.2427, 4.7505], [-0.1134, 2.8400, 3.8448], [-0.3737, 2.0325, 0.5138], [1.2447, 2.6055, 2.2987], [0.4630, 4.2020, 2.3865], [-1.6480, 3.2209, 1.4790], [6.0807, 2.7358, 2.0691], [6.0054, 3.1514, 3.5264], [4.9276, 4.0759, 3.5175], [4.1151, 3.7746, 2.4783], [3.0198, 4.2041, 2.3255], [4.7227, 2.9000, 1.6454], [7.1318, 3.7834, 3.9405], [6.7172, 3.4255, 1.5120], [6.4041, 1.7104, 1.9203], [5.7841, 2.3403, 4.2159], [-3.1252, 2.3210, -4.7724], [-4.6221, 2.0878, -4.8744], [-4.7503, 1.4889, -6.1576], [-3.5775, 0.8827, -6.4539], [-3.4120, 0.0733, -7.3084], [-2.6109, 1.2839, -5.6087], [-5.3336, 3.2364, -4.8473], [-2.8704, 3.2926, -5.1991], [-2.7226, 2.2217, -3.7696], [-5.0282, 1.4044, -4.1274], [-6.5212, -2.7510, 4.3082], [-5.2117, -2.0160, 4.5406], [-4.2655, -2.9154, 3.9928], [-4.8879, -3.6762, 3.0566], [-4.3262, -4.3554, 2.2628], [-6.2243, -3.5322, 3.1489], [-4.9488, -1.8313, 5.8529], [-6.7294, -3.4132, 5.1500], [-7.3713, -2.1050, 4.1146], [-5.1235, -1.0572, 4.0273], [10.3839, 2.0245, 6.0346], [10.6570, 1.7183, 4.5724], [9.5520, 0.9024, 4.2252], [8.5227, 1.1966, 5.0617], [7.4000, 0.8510, 4.8978], [8.9575, 1.9491, 6.0903], [11.8007, 1.0243, 4.3880], [10.8160, 1.2469, 6.6660], [10.7186, 3.0046, 6.3580], [10.6700, 2.5915, 3.9179]]}